# C3H15NO4

A cluster of 4 separate species, C3H15NO4 in total in a non-equilibrium geometry (ωB97M-V/def2-TZVPD, the OMol25 dataset).

The geometry in XYZ format:
```
23
Properties=species:S:1:pos:R:3:nbo_charge:R:1
N -1.0891 0.2245 1.8886 -0.8673
C -1.9149 -0.2792 0.7944 -0.2084
C -1.0501 -0.5440 -0.4453 -0.4392
C -1.4831 0.1359 -1.7140 -0.0521
O -0.3832 0.1396 -2.6292 -0.7577
H -0.3558 -0.4067 2.2038 0.3880
H -1.6878 0.4025 2.6868 0.3557
H -2.5518 -1.1350 1.0323 0.1695
H -2.5742 0.5665 0.5699 0.1761
H -0.9518 -1.6196 -0.5965 0.2066
H -0.0762 -0.2079 -0.1803 0.2143
H -1.8137 1.1575 -1.4983 0.1624
H -2.3258 -0.3591 -2.2061 0.1657
H -0.4843 0.8192 -3.3009 0.4824
O 1.7439 2.1358 0.8071 -0.9578
H 1.2850 2.2935 1.6351 0.4778
H 1.1928 1.7126 0.1524 0.4813
O 1.9851 -1.2852 -2.0383 -0.9506
H 1.3213 -1.9214 -2.3310 0.4620
H 1.4867 -0.4635 -2.1894 0.4834
O 1.4949 -0.6012 3.0024 -0.9470
H 2.2751 -1.0905 2.7091 0.4774
H 1.7166 0.2721 2.6489 0.4776
```

HOMO level, eV: -9.409
E_LUMO, eV: 0.596
Spin multiplicity: 1
Energy, eV: -13033.9877
Structure (SMILES): NCCCO.O.O.O
Energy above the lowest of the compared OMol25 structures with the same formula, charge and spin, kJ/mol: 101.3
HOMO-LUMO gap, eV: 10.0